# 1
8
Properties=species:S:1:pos:R:3:forces:R:3 method="wB97M-V/def2-TZVPD" de_lowest_ev=5.999 multiplicity=1
C -0.21132 -0.47838 -0.62616 0.69 -0.17 -0.04
C 1.14668 -0.33477 -0.00305 -2.70 -2.63 1.41
N -1.70477 -0.37767 1.06094 -0.66 0.37 -0.07
P -1.49723 0.50201 -0.16514 0.47 -0.09 -0.18
H 1.48932 0.56463 -0.20519 1.99 4.49 -1.34
H 1.89626 -1.05188 -0.14424 0.67 -1.43 -1.04
H 1.08301 -0.31087 1.07306 -0.58 0.05 0.70
H -2.20195 1.48692 -0.99022 0.12 -0.58 0.56

# 2
16
Properties=species:S:1:pos:R:3:forces:R:3 method="wB97M-V/def2-TZVPD" de_lowest_ev=4.370 multiplicity=1
C 1.53036 -0.22057 -0.02412 1.57 -2.56 1.16
C 0.33282 -0.68968 -0.19284 -2.41 1.41 -0.57
C 1.96177 1.16504 -0.04952 -0.69 1.28 -1.30
C -0.45101 -1.96746 -0.34692 -0.14 1.98 -0.76
C -1.96545 0.98596 0.40325 1.44 -2.61 1.05
O -0.93214 0.93954 -0.53649 2.37 -2.23 0.43
H 2.33680 -1.00629 0.30153 -1.57 1.08 -0.86
H 2.24324 1.50551 0.93725 0.64 0.12 0.05
H 2.70141 1.32762 -0.87352 -0.27 0.02 1.06
H 1.03165 1.68224 -0.31738 0.45 0.40 0.01
H 0.15909 -2.77757 -0.74181 0.08 0.17 -0.21
H -1.26226 -1.65647 -1.05289 0.52 -0.78 0.49
H -0.86834 -2.27752 0.58873 -0.42 -0.10 0.53
H -1.58895 0.82687 1.50952 -0.97 0.15 -1.94
H -2.73597 0.28644 0.05895 -0.11 -0.67 0.86
H -2.49300 1.87633 0.33626 -0.50 2.35 -0.02

# 3
15
Properties=species:S:1:pos:R:3:forces:R:3 method="wB97M-V/def2-TZVPD" de_lowest_ev=5.697 multiplicity=1 charge=+1
C 1.37508 -0.23665 0.87905 0.30 0.40 0.33
N 2.23870 -0.73818 -0.28103 -3.08 0.10 0.41
H 1.54287 -0.91426 1.80479 -0.67 1.57 -1.38
H 1.36417 0.92077 1.04444 0.78 -2.56 0.08
H 2.79775 -1.44942 0.13567 0.90 -0.54 0.51
H 1.65686 -1.35264 -0.94134 0.69 1.52 0.94
C 0.17783 1.43210 -1.07039 1.13 -1.59 2.29
S -0.49305 -0.32901 0.19190 1.19 1.22 -3.33
C -2.81557 0.13029 0.14558 3.19 -1.00 1.83
H -0.58284 2.00418 -0.55416 0.34 0.64 -0.67
H 0.20634 1.31552 -2.14632 -0.79 -0.41 0.02
H 1.26407 1.56453 -0.72079 -1.96 -0.14 -0.36
H -2.68100 -0.62267 0.93328 -1.46 0.17 -0.47
H -2.77142 1.13193 0.49590 -0.52 0.78 0.06
H -3.00292 -0.12106 -0.87997 -0.03 -0.15 -0.27

# 4
47
Properties=species:S:1:pos:R:3:forces:R:3 method="wB97M-V/def2-TZVPD" de_lowest_ev=0.000 multiplicity=1 charge=-2
Au 0.49674 -0.39774 -0.79422 0.13 -0.37 0.16
C 0.23937 -6.00782 1.27269 -0.01 -0.03 0.00
C 1.06955 -4.89774 1.23982 0.03 0.02 0.00
C 0.62084 -3.70155 0.68666 0.01 0.00 -0.01
C -0.66579 -3.57682 0.15995 -0.04 -0.03 -0.08
C -1.48460 -4.71073 0.21039 -0.01 -0.01 0.05
C -1.04726 -5.91101 0.75298 0.00 0.01 -0.01
Si -1.28293 -1.93291 -0.64503 -0.06 -0.02 0.06
C -2.81650 -1.59155 0.45684 0.02 0.16 -0.02
C -4.09182 -1.39104 -0.07460 0.00 -0.06 -0.02
C -5.17913 -1.06461 0.72719 -0.03 -0.02 0.01
C -5.01768 -0.92787 2.09826 0.00 0.00 0.00
C -3.75862 -1.12318 2.65354 -0.01 -0.01 0.02
C -2.68168 -1.44536 1.84130 0.02 -0.04 0.00
H 0.58935 -6.94314 1.69675 0.00 0.00 0.00
H 2.07753 -4.96023 1.63603 -0.01 -0.01 0.01
H 1.28343 -2.84255 0.64516 0.00 0.00 0.00
H -2.49498 -4.64434 -0.18267 0.01 -0.01 -0.02
H -1.70556 -6.77387 0.76696 0.00 0.00 0.02
H -1.98854 -2.51553 -1.84793 0.01 0.07 -0.03
H -4.23607 -1.49159 -1.14536 0.00 0.02 0.00
H -6.15559 -0.91483 0.27840 0.00 0.02 0.00
H -5.85950 -0.65938 2.72698 0.00 -0.01 0.00
H -3.61449 -1.01288 3.72320 0.00 0.01 0.00
H -1.70322 -1.58336 2.29170 0.00 0.02 0.00
F 3.42135 -0.70602 -0.73529 0.01 0.03 -0.01
C 2.47987 0.36465 -0.72332 0.06 0.09 -0.03
F 2.82722 1.06647 0.44882 -0.01 -0.02 0.01
H 2.83941 1.01535 -1.52851 -0.05 0.02 0.00
C 4.78591 4.98054 -0.27471 0.03 0.02 0.01
C 3.42289 4.47025 -0.66220 -0.04 0.00 -0.03
C 3.14227 4.10102 -1.97447 0.02 0.01 0.02
C 1.89159 3.61590 -2.32797 0.01 0.00 -0.02
C 0.89583 3.49051 -1.37103 -0.03 0.02 -0.03
C 1.16115 3.86069 -0.06262 -0.01 -0.01 0.03
C 2.41226 4.34738 0.28463 0.01 0.00 0.01
S -0.73440 2.89491 -1.84012 -0.05 0.17 -0.10
O -0.47612 1.91270 -2.88391 -0.01 0.04 0.01
O -1.40508 4.10090 -2.32605 0.01 -0.02 0.01
O -1.29883 2.36044 -0.61189 -0.01 0.02 -0.02
H 5.54971 4.62370 -0.96787 0.00 0.00 0.00
H 5.05992 4.64395 0.72672 -0.01 -0.01 0.00
H 4.82427 6.07455 -0.27631 -0.01 0.00 0.00
H 3.92348 4.17307 -2.72575 0.00 -0.01 0.00
H 1.67973 3.30237 -3.34238 0.00 -0.02 0.01
H 0.38534 3.72572 0.67975 0.00 -0.01 0.00
H 2.61934 4.60264 1.31948 0.00 -0.01 0.00

# 5
25
Properties=species:S:1:pos:R:3:forces:R:3 method="wB97M-V/def2-TZVPD" de_lowest_ev=2.539 multiplicity=1 charge=+2
C -0.56395 0.20677 -2.30232 1.95 -2.17 0.66
C 1.01897 1.31428 2.62788 0.58 -1.29 -1.88
C 0.56208 -0.05518 1.98728 1.91 1.00 0.22
C 0.17140 -1.02296 -0.14124 2.89 -0.67 -1.35
N -1.32660 -0.48453 -3.43299 -1.27 0.52 1.67
N -0.79981 -1.87250 0.03102 -0.87 -0.81 0.74
N -0.06186 2.30233 2.19712 1.15 -0.65 -2.89
N 1.42220 -1.60769 -0.38953 0.04 2.04 -0.96
O 0.27788 0.15204 0.58203 -0.19 -0.59 -0.69
H -1.03611 1.13433 -2.18796 0.07 1.58 0.16
H 0.51204 0.13684 -2.61967 -1.12 0.88 0.24
H 1.98916 1.74085 2.11898 -1.64 -1.02 1.64
H 0.99734 1.05388 3.72411 0.38 1.20 -1.01
H 1.34786 -0.84750 2.18020 -1.13 0.80 -0.29
H -0.37868 -0.21009 2.44340 -0.93 -1.08 0.78
H -1.19863 -1.47847 -3.22913 -0.32 0.07 -0.86
H -2.37967 -0.23254 -3.29349 2.43 -0.67 -1.06
H -1.66148 -1.44747 0.17449 -1.92 0.38 0.40
H -0.80642 -2.86486 -0.17714 0.47 0.35 -0.06
H -1.01626 1.93896 2.33153 0.15 1.00 1.08
H -0.04999 2.28535 1.10660 0.33 0.09 1.96
H 0.25987 3.25022 2.44402 -1.27 -0.16 0.46
H 1.57630 -2.32497 -1.08916 -1.04 -0.66 0.29
H 2.02297 -0.88356 -0.77393 0.37 0.32 0.72
H -0.87860 -0.18352 -4.31210 -1.04 -0.48 0.03

# 6
17
Properties=species:S:1:pos:R:3:forces:R:3 method="wB97M-V/def2-TZVPD" de_lowest_ev=3.421 multiplicity=1
C 1.37414 0.50859 0.04869 0.47 0.49 -0.01
N 2.03921 -0.52637 -0.68130 -0.18 -0.05 0.08
C 0.03735 0.91174 -0.56637 0.86 1.19 0.02
O 1.27619 0.16272 1.42876 -0.02 0.03 0.09
N -0.75981 1.75959 -0.08903 -0.20 0.48 -0.05
H 0.67441 0.77050 1.87512 0.04 0.02 -0.01
H 2.00376 1.41784 -0.04257 -0.16 -0.31 0.02
H 2.99612 -0.61658 -0.35939 -0.08 0.00 -0.04
H 1.58061 -1.41820 -0.52795 0.03 0.01 -0.04
H -0.53035 2.09995 0.84395 0.22 -0.05 0.06
H -0.12299 0.58691 -1.58405 -0.03 -0.19 -0.22
C -1.12918 -1.14237 -0.08945 -0.96 -1.34 0.27
C -2.37764 -0.71634 -0.03290 -0.13 -0.45 -0.22
H -3.04909 -0.79589 -0.87462 -0.04 -0.01 -0.12
H -2.77239 -0.22789 0.83914 -0.06 0.14 0.24
H -0.49089 -1.12521 0.77310 0.19 0.11 0.21
H -0.74949 -1.64904 -0.96105 0.04 -0.06 -0.27

# 7
14
Properties=species:S:1:pos:R:3:forces:R:3 method="wB97M-V/def2-TZVPD" de_lowest_ev=0.759 multiplicity=1 charge=+1
N 0.62817 0.94327 1.91668 -1.01 0.85 -0.49
H 1.59094 1.18479 2.13406 0.14 -0.36 0.02
H 0.06952 0.91577 2.76900 0.20 0.00 0.17
H 0.23388 1.72969 1.34004 0.31 -0.14 0.31
H 0.49928 0.03269 1.45943 0.49 -0.29 0.14
H -1.66568 -2.65775 -5.95830 0.01 -0.07 0.00
H -0.43697 -3.24599 -6.63656 -0.02 -0.06 0.04
O -0.97492 -3.31845 -5.84088 0.01 0.14 -0.04
H -0.16915 -2.39924 2.30691 0.27 0.11 -0.19
H 1.34220 -2.37219 1.99004 -0.09 -0.07 -0.04
O 0.53875 -1.84062 1.94981 -0.20 -0.02 0.16
H -0.04829 4.27059 0.86792 0.22 -0.21 0.22
H -1.21259 3.35856 0.59148 0.02 -0.07 0.18
O -0.39516 3.39888 1.11038 -0.35 0.18 -0.50

Max |F|? In order: 0.099 0.064 0.074 0.008 0.063 0.032 0.027 hartree/bohr.
E? In order: -12910.530 -7390.395 -15586.404 -55032.595 -12395.951 -9335.566 -7788.920 eV.